# C37H63NO4PSV

A molecular structure, C37H63NO4PSV at a distorted geometry (the ωB97M-V functional and the def2-TZVPD basis, OMol25).

Last column: Mulliken charge in e.
Cartesian coordinates (Å):
V -1.09 -0.37 -0.16  0.9412
C 5.30 2.84 0.90  -1.3883
C 4.66 3.12 -0.47  2.2342
C 4.84 4.60 -0.79  -2.3325
C 5.39 2.30 -1.54  -1.5972
C 3.19 2.70 -0.43  -1.1250
C 2.88 1.37 -0.16  0.0486
C 1.55 0.98 -0.10  0.3237
N 1.01 -0.27 0.10  -0.0685
C 1.66 -1.42 0.31  -1.1439
C 2.97 -1.61 0.79  0.0074
C 3.49 -2.88 0.84  -0.9593
C 2.68 -3.96 0.36  0.2165
C 1.39 -3.84 -0.09  -0.9906
C 0.84 -2.54 -0.05  1.9664
O -0.41 -2.24 -0.34  -0.9400
C 0.61 -5.08 -0.55  2.5077
C -0.12 -4.84 -1.88  -1.7928
C 1.55 -6.27 -0.77  -2.2707
C -0.40 -5.45 0.54  -1.1441
C 4.88 -3.19 1.38  1.8522
C 5.63 -1.92 1.78  -1.9707
C 5.70 -3.92 0.30  -1.7086
C 4.74 -4.10 2.61  -1.6711
C 0.54 1.91 -0.38  0.3890
O -0.71 1.34 -0.38  -0.9370
C 0.80 3.24 -0.65  -1.7033
C 2.15 3.60 -0.64  -0.1952
C -0.30 4.25 -0.98  3.0183
C 0.25 5.67 -1.11  -2.4050
C -0.93 3.86 -2.32  -1.3842
C -1.35 4.25 0.14  -1.2753
H 6.34 3.16 0.90  0.4644
H 5.27 1.78 1.15  0.1559
H 4.78 3.39 1.69  0.3511
H 5.90 4.84 -0.82  0.4542
H 4.38 5.24 -0.04  0.3911
H 4.42 4.86 -1.76  0.4265
H 6.44 2.60 -1.59  0.4669
H 4.95 2.46 -2.52  0.3668
H 5.36 1.23 -1.33  0.2341
H 3.67 0.65 -0.04  0.7725
H 3.53 -0.78 1.17  1.2958
H 3.13 -4.94 0.37  0.4014
H 0.59 -4.65 -2.69  0.4124
H -0.81 -4.00 -1.84  0.2295
H -0.68 -5.74 -2.14  0.4584
H 2.38 -6.01 -1.42  0.4534
H 0.99 -7.08 -1.23  0.4751
H 1.95 -6.65 0.17  0.3760
H -1.14 -4.66 0.66  -0.2563
H 0.10 -5.60 1.49  0.2894
H -0.93 -6.36 0.27  0.5094
H 5.75 -1.24 0.94  0.3157
H 6.62 -2.19 2.14  0.5124
H 5.12 -1.39 2.59  0.3776
H 5.77 -3.31 -0.61  0.3704
H 5.26 -4.88 0.03  0.3440
H 6.71 -4.10 0.66  0.4691
H 4.18 -3.60 3.40  0.3556
H 5.73 -4.34 3.00  0.4547
H 4.24 -5.03 2.37  0.3298
H 2.39 4.63 -0.84  0.6685
H 0.95 5.76 -1.94  0.4443
H 0.74 6.00 -0.20  0.4477
H -0.58 6.35 -1.30  0.4486
H -0.18 3.85 -3.11  0.3577
H -1.70 4.58 -2.60  0.3939
H -1.40 2.88 -2.28  0.2099
H -0.90 4.58 1.08  0.3382
H -1.79 3.27 0.30  -0.0084
H -2.15 4.96 -0.10  0.4969
C -5.89 5.42 -0.78  -1.4856
C -4.96 4.33 -1.30  0.2018
C -4.71 3.27 -0.23  -1.1318
S -3.83 1.85 -0.91  0.7346
O -3.33 1.05 0.28  -0.5640
C -5.22 0.96 -1.67  -1.2218
C -5.93 -0.06 -0.79  0.6334
C -6.75 0.52 0.35  -1.5140
H -6.02 6.20 -1.53  0.4281
H -5.49 5.88 0.12  0.3260
H -6.87 5.01 -0.54  0.3503
H -4.00 4.76 -1.61  -0.1541
H -5.39 3.87 -2.19  0.3550
H -5.63 2.94 0.25  0.5168
H -4.03 3.64 0.55  0.5316
H -4.78 0.46 -2.54  0.5056
H -5.89 1.74 -2.05  0.4649
H -5.18 -0.74 -0.42  -0.5788
H -6.58 -0.64 -1.46  0.5373
H -6.11 0.92 1.14  0.3120
H -7.38 -0.25 0.80  0.4034
H -7.42 1.31 0.01  0.4034
C -3.83 -3.87 0.83  -1.5172
P -3.20 -2.26 1.29  1.7010
C -1.90 -2.44 2.51  -1.1134
C -4.51 -1.38 2.14  -0.9649
O -2.76 -1.50 0.04  -0.8885
H -3.88 -4.54 1.69  0.4100
H -3.18 -4.30 0.08  0.3639
H -4.83 -3.76 0.41  0.3966
H -2.22 -3.16 3.27  0.4310
H -1.74 -1.48 3.01  0.4263
H -0.97 -2.78 2.06  0.1972
H -4.67 -1.81 3.13  0.5642
H -5.44 -1.43 1.58  0.2064
H -4.22 -0.34 2.23  0.1767

Summary:
**Orbital gap (alpha / beta)**: 6.8 / 6.1 eV
**DFT total energy**: -94881.6467 eV
**Total charge**: +1
**Largest force on an atom**: 1.17 eV/Å
**E_LUMO (alpha / beta)**: -2.788 / -4.218 eV
**Spin multiplicity**: 4
**Molar mass**: 699.90 g mol⁻¹
**Highest occupied orbital energy (alpha / beta)**: -0.3517 / -0.3786 hartree